Entry 1:
{
  "formula": "C7H6Cl2NO2",
  "method": "ωB97M-V/def2-TZVPD",
  "gap_ha": 0.28255,
  "max_force_ev_per_a": 5.78,
  "e_lumo_ev": 2.9177,
  "molar_mass_g_mol": 207.036,
  "charge": -1,
  "spin_multiplicity": 1,
  "symbols": ["C", "C", "C", "C", "C", "C", "C", "N", "O", "O", "Cl", "Cl", "H", "H", "H", "H", "H", "H"],
  "positions_angstrom": [[0.467554, 2.233470, 1.888778], [1.570782, 0.172111, 0.996321], [-1.151984, -0.008734, -1.124271], [-0.509725, -1.307211, -1.158869], [-0.994107, -0.774074, -2.417891], [0.420758, -2.211952, -0.823315], [0.553472, 0.992955, 1.881274], [0.620416, 3.478178, 1.856495], [1.831722, -0.941822, 1.469523], [1.909959, 0.795084, 0.001843], [-2.615308, -1.037457, -3.321722], [0.179410, -0.240500, -3.583852], [-2.138168, 0.304789, -0.861892], [-0.543017, 0.878292, -1.051349], [0.020993, 3.994238, 1.109752], [0.717295, -2.950141, -1.432486], [0.989810, -2.105615, 0.056559], [-0.040748, 0.182258, 2.365673]],
  "forces_ev_per_angstrom": [[0.0760, 4.9907, -0.4084], [-0.4808, 1.3842, 0.9328], [1.0025, 1.5250, -0.6326], [0.5079, -2.3872, -0.2608], [-1.6860, 0.7391, -0.8294], [-2.1231, 3.5474, 1.5219], [-0.6173, -5.7162, 0.6076], [-1.4786, 0.0802, -1.0372], [0.2942, -0.4290, -0.1187], [0.9194, -0.2328, -1.4490], [1.0626, -0.3991, 0.8615], [0.2919, 0.0408, -0.2973], [-0.8219, -0.9001, 0.5053], [0.7264, 0.0283, 0.2291], [1.2325, -1.4429, 1.4991], [0.7211, -2.4199, -2.6388], [0.2638, 0.0768, 1.3620], [0.1092, 1.5147, 0.1528]],
  "mulliken_charge": [0.864, 0.667, -0.867, 0.316, 0.553, -0.755, -0.791, -0.701, -0.786, -0.672, -0.268, -0.190, 0.245, 0.288, 0.237, 0.350, 0.318, 0.192]
}

***

Entry 2:
{
  "formula": "C7H6Cl3NO2",
  "method": "ωB97M-V/def2-TZVPD",
  "gap_ha": [0.24758, 0.25604],
  "max_force_ev_per_a": 4.36,
  "e_lumo_ev": [-1.3644, -1.4225],
  "molar_mass_g_mol": 242.489,
  "de_lowest_kj_mol": 67.01,
  "spin_multiplicity": 1,
  "symbols": ["C", "C", "C", "C", "C", "C", "C", "N", "O", "O", "Cl", "Cl", "Cl", "H", "H", "H", "H", "H", "H"],
  "positions_angstrom": [[-1.964659, 1.127696, 0.200710], [-1.572925, 0.492599, 1.427934], [-1.505730, 0.675582, -0.967698], [-0.460658, -0.355704, 1.430162], [-0.539471, -0.426617, -1.057139], [0.159783, -0.648538, 0.175394], [2.021248, 0.830188, -0.211968], [1.225498, -1.777613, 0.119494], [1.814424, -2.039571, 1.153274], [1.509990, -2.284910, -0.967159], [2.330690, 0.671442, -1.937624], [1.283814, 2.359089, 0.248154], [3.411514, 0.404494, 0.735379], [-2.700090, 1.896067, 0.357854], [-2.246926, 0.581266, 2.255346], [-1.780085, 0.976974, -1.869540], [0.021438, -0.787411, 2.278135], [-1.085277, -1.421740, -1.444826], [0.077430, -0.273284, -1.925890]],
  "forces_ev_per_angstrom": [[-0.4063, -0.2397, 0.3699], [1.9927, -1.7842, -0.5980], [0.7653, -1.1693, 3.2005], [-0.8100, 0.9496, -0.7654], [-1.6177, -2.0438, -1.5494], [2.9548, -0.6746, 0.3108], [-0.9442, -0.4771, 0.0284], [-0.1560, 0.4694, -0.0740], [-0.6224, 0.1093, -0.0437], [-0.8922, 0.7789, 0.7829], [-0.0960, 0.2481, 0.6254], [0.4438, -0.3238, -0.1227], [-0.3938, 0.1706, -0.1374], [-0.2128, 0.3095, -0.6626], [0.2767, 0.2897, 0.6895], [-1.6185, 1.8532, -3.5955], [-0.1784, -0.2278, 0.6770], [0.7779, 1.6654, 1.0374], [0.7371, 0.0966, -0.1730]],
  "mulliken_charge": [-0.414, -0.375, -0.727, -0.828, -0.046, -0.116, 0.280, 1.128, -0.584, -0.582, -0.116, -0.112, -0.079, 0.435, 0.442, 0.591, 0.482, 0.337, 0.285]
}

***

Entry 3:
{
  "formula": "C7H6ClNO11P2Rh",
  "method": "ωB97M-V/def2-TZVPD",
  "gap_ha": [0.30776, 0.27095],
  "max_force_ev_per_a": 0.26,
  "e_lumo_ev": [2.3383, 0.4760],
  "molar_mass_g_mol": 480.428,
  "charge": -1,
  "de_lowest_kj_mol": 13.55,
  "spin_multiplicity": 5,
  "symbols": ["Rh", "O", "P", "O", "O", "O", "P", "O", "O", "O", "H", "H", "Cl", "C", "C", "C", "C", "C", "C", "C", "O", "O", "H", "H", "H", "H", "O", "N", "O"],
  "positions_angstrom": [[0.246521, 0.347573, -1.968612], [1.983836, -2.600596, -2.881844], [0.941028, -1.834540, -3.846512], [0.893467, -2.456814, -5.173325], [1.250077, -0.340275, -3.690398], [-0.420780, -2.046730, -2.958169], [-1.907643, -1.375513, -3.162904], [-2.675740, -2.095647, -1.940317], [-2.527785, -1.714254, -4.449526], [-1.719829, 0.078749, -2.738245], [2.134631, -3.478189, -3.250678], [-3.181751, -2.830840, -2.304126], [0.690934, 0.791401, 6.638622], [0.570204, 0.735179, 4.900233], [-0.499948, 1.354363, 4.276363], [-0.588472, 1.309682, 2.893978], [0.382136, 0.652862, 2.149114], [1.446036, 0.033002, 2.793604], [1.546711, 0.071972, 4.174936], [0.283165, 0.622326, 0.655375], [1.165174, -0.014133, 0.003853], [-0.651877, 1.219917, 0.079370], [-1.249724, 1.862026, 4.867383], [-1.410085, 1.781637, 2.372221], [2.187354, -0.477842, 2.194387], [2.370621, -0.404991, 4.687632], [-1.029384, 4.359897, -0.929393], [-0.648028, 3.398201, -1.495334], [0.419155, 3.051567, -1.897674]],
  "forces_ev_per_angstrom": [[-0.1067, 0.0458, 0.1478], [-0.0206, -0.0175, -0.0345], [0.0422, 0.2432, -0.0656], [-0.0097, -0.0300, 0.0126], [-0.0212, -0.2454, 0.0903], [0.0435, 0.0160, -0.1023], [-0.0984, 0.1161, 0.0064], [0.0219, -0.0075, -0.0323], [0.0176, -0.0166, 0.0258], [0.0947, -0.1192, 0.0133], [0.0147, 0.0233, 0.0176], [0.0051, 0.0196, 0.0127], [0.0017, -0.0016, 0.0162], [0.0078, -0.0083, -0.0487], [-0.0323, 0.0195, 0.0079], [0.0111, 0.0009, 0.0059], [0.0344, -0.0044, 0.0181], [-0.0330, 0.0139, -0.0190], [0.0209, -0.0123, 0.0183], [0.0802, -0.0145, -0.0673], [-0.0340, 0.0333, 0.0173], [-0.0410, 0.0043, 0.0216], [0.0040, -0.0029, 0.0037], [-0.0014, -0.0014, 0.0052], [0.0051, -0.0018, 0.0087], [-0.0059, 0.0023, 0.0071], [0.0053, 0.0085, 0.0143], [-0.0079, -0.0113, -0.0469], [0.0019, -0.0521, -0.0543]],
  "mulliken_charge": [0.811, -0.510, 0.907, -0.673, -0.715, -0.007, 0.856, -0.513, -0.698, -0.707, 0.308, 0.309, -0.235, 0.439, -0.646, -0.244, -0.094, -0.267, -0.655, 1.434, -0.958, -0.829, 0.397, 0.400, 0.409, 0.398, -0.425, 0.886, -0.378]
}

***

Entry 4:
{
  "formula": "C7H6FNO3",
  "method": "ωB97M-V/def2-TZVPD",
  "gap_ha": [0.30151, 0.30095],
  "max_force_ev_per_a": 5.64,
  "e_lumo_ev": [-0.0688, -0.0744],
  "molar_mass_g_mol": 171.127,
  "de_lowest_kj_mol": 107.81,
  "spin_multiplicity": 1,
  "symbols": ["C", "C", "C", "C", "C", "C", "C", "N", "O", "O", "O", "F", "H", "H", "H", "H", "H", "H"],
  "positions_angstrom": [[-0.913130, -0.453651, -1.704880], [-0.763588, -1.407329, -0.753935], [-0.552854, 0.879866, -1.509116], [-0.135514, -1.065707, 0.467314], [0.041389, 1.239179, -0.316624], [0.196254, 0.277003, 0.695272], [1.392847, 0.344497, 2.924934], [3.534178, -0.250194, 2.416841], [4.178285, -0.706389, 3.303839], [3.735987, 0.136402, 1.308202], [0.841576, 0.883584, 1.814660], [0.893035, -0.805520, 3.346247], [-1.252414, -0.962688, -2.572958], [-1.265109, -2.374636, -0.827064], [-0.419594, 1.371898, -2.456340], [0.130945, -1.794278, 1.219062], [0.073243, 2.276655, -0.199173], [1.719789, 1.046784, 3.665892]],
  "forces_ev_per_angstrom": [[-0.1133, -0.6046, -0.0195], [0.1605, -0.0695, 2.9011], [1.0572, -2.2317, -1.1007], [0.2712, 0.7784, 0.4641], [-1.7654, -1.1059, -0.2934], [0.7490, 0.2898, -0.6440], [1.2043, -1.0947, -2.7679], [-5.3419, 1.5427, 0.9408], [1.4037, -0.4048, -0.2108], [1.6510, -0.3396, -0.5854], [0.5334, -0.8652, 1.5348], [-0.0519, 0.3473, 0.1068], [-0.5598, 0.9079, -1.4037], [0.7088, 0.0646, -0.2805], [-0.5058, 1.2932, 0.2575], [-0.3028, -0.1338, 0.0077], [1.1319, 1.3879, 0.8129], [-0.2300, 0.2381, 0.2799]],
  "mulliken_charge": [-0.313, -0.492, -0.504, -0.411, -0.289, 0.454, 0.209, 0.623, -0.526, -0.468, -0.204, -0.210, 0.331, 0.344, 0.318, 0.397, 0.400, 0.340]
}

***

Entry 5:
{
  "formula": "C7H6InO5S",
  "method": "ωB97M-V/def2-TZVPD",
  "gap_ha": [0.19417, 0.29499],
  "max_force_ev_per_a": 9.27,
  "e_lumo_ev": [-15.2169, -14.3844],
  "molar_mass_g_mol": 317.005,
  "charge": 3,
  "de_lowest_kj_mol": 135.55,
  "spin_multiplicity": 1,
  "symbols": ["O", "C", "In", "O", "C", "C", "O", "C", "O", "C", "O", "C", "S", "C", "H", "H", "H", "H", "H", "H"],
  "positions_angstrom": [[0.193918, 4.223823, -1.305070], [0.249564, 3.100535, -1.465565], [0.295323, -0.687354, -1.628384], [0.227096, 0.072885, -5.256868], [0.297442, 0.051580, -4.113727], [0.246197, -2.773663, -1.466007], [0.197791, -3.916498, -1.282767], [-2.157116, 0.081013, -1.509372], [-3.287112, 0.084237, -1.361257], [2.778351, 0.070423, -1.433528], [3.912948, 0.068258, -1.276262], [0.902678, 0.123019, 3.026751], [0.150930, 0.059198, 1.379887], [-1.552201, -0.214968, 1.850372], [1.979925, 0.269998, 2.903612], [0.717645, -0.803240, 3.569557], [0.482621, 0.969939, 3.570127], [-1.592462, -0.337593, 2.949111], [-2.120103, 0.670681, 1.520828], [-1.923435, -1.112274, 1.328561]],
  "forces_ev_per_angstrom": [[0.1397, -2.4597, -0.3839], [-0.1441, 2.2137, 0.3810], [0.3836, 3.7634, -0.3117], [0.3146, 0.1680, 4.4112], [-0.3236, -0.5432, -3.9101], [-0.2954, -9.2582, 0.4134], [0.2530, 5.9422, -0.7065], [-3.5743, -0.2747, 0.2300], [3.4455, 0.1744, -0.4370], [4.1165, -0.3462, 0.3741], [-4.1468, 0.1935, -0.5405], [1.1646, -0.6140, -0.4121], [-0.2155, 1.0933, 1.1460], [-0.2814, -0.1836, 0.0493], [-0.1682, 0.0117, 0.0109], [-0.1459, -0.1026, 0.0016], [-0.3573, 0.2348, -0.1864], [-0.1559, -0.0134, -0.6503], [0.0560, -0.2456, 0.1894], [-0.0651, 0.2460, 0.3315]],
  "mulliken_charge": [-0.080, 0.106, 0.711, 0.029, 0.240, 0.608, -0.024, 0.225, 0.002, 0.234, 0.000, -1.045, 0.473, -0.878, 0.374, 0.439, 0.441, 0.399, 0.373, 0.373]
}

***

What is the formula in the fifth record?
C7H6InO5S